Molecular formula: H5O2S
Method: DFT, the ωB97M-V functional and the def2-TZVPD basis

```
! RIJCOSX wB97M-V def2-TZVPD def2/J DEFGRID3
* xyz -1 1
S -0.05695 -0.21885 -0.66655
H 0.39505 1.02228 -0.61946
H 1.90546 -0.40315 0.11656
H 3.24123 -0.00700 1.02788
O 2.86949 -0.57375 0.34940
H -2.54187 0.40771 0.54813
H -2.59498 -0.31497 -0.69377
O -3.21743 0.08774 -0.06220
*
```

* HOMO: -3.4 eV
* frontier orbital gap: 7.525 eV

***

Molecular formula: C4H5BrN2
Method: DFT, the ωB97M-V functional and the def2-TZVPD basis

```
! RIJCOSX wB97M-V def2-TZVPD def2/J DEFGRID3
* xyz 0 1
C 0.28090 -1.90066 -0.14054
N 0.31992 -0.34048 -0.02458
N 1.39890 0.46224 0.04368
C 0.90906 1.68774 -0.00878
C -0.49906 1.67176 -0.02147
C -0.86625 0.34480 0.03957
Br -2.67107 -0.43324 0.30343
H -0.42958 -2.17567 -1.02316
H 1.26732 -2.14316 -0.24146
H -0.09053 -2.24892 0.83040
H 1.43916 2.55958 0.26516
H -1.05877 2.51603 -0.02226
*
```

* HOMO: -9.3 eV
* structure (SMILES): Cn1nccc1Br
* frontier orbital gap: 9.785 eV

***

Molecular formula: C31H14BrCl5F2NO4STa
Method: DFT, the ωB97M-V functional and the def2-TZVPD basis

```
! RIJCOSX wB97M-V def2-TZVPD def2/J DEFGRID3
* xyz 0 1
Ta -0.34484 0.33021 0.17747
Cl 0.42457 -1.14525 3.36330
C -1.17653 -0.52055 3.24712
C -1.57173 -0.01038 2.01136
C -2.88971 0.40103 1.89591
Cl -3.34319 0.84193 0.28640
C -3.77243 0.43410 2.96298
Cl -5.36785 1.03386 2.76603
C -3.32937 -0.03857 4.19791
Cl -4.39036 -0.02198 5.54361
C -2.03680 -0.55222 4.33526
Cl -1.51942 -1.21431 5.83072
O -1.57731 3.88297 -1.15170
C -0.82929 3.36673 -0.36413
O -0.74583 2.03531 -0.24285
C 0.08480 4.09088 0.54066
C 0.12492 5.48223 0.38716
C 0.93603 6.26284 1.17653
C 1.73002 5.64999 2.14417
C 1.70112 4.28279 2.31106
C 0.87792 3.46858 1.51954
S 0.93947 1.76421 1.94177
H -0.50671 5.91171 -0.37858
H 0.95266 7.33672 1.04931
H 2.38048 6.24407 2.77363
H 2.31317 3.80150 3.06335
F 5.14576 -0.55862 0.63422
C 4.14012 -0.25734 -0.19866
C 2.85329 -0.16937 0.29421
C 1.79511 0.10125 -0.56072
C 2.04614 0.24818 -1.93731
C 3.37222 0.24403 -2.36951
F 3.67439 0.49140 -3.65993
C 4.42962 -0.01443 -1.52648
C 0.88747 0.31174 -2.83668
C 0.92846 0.30286 -4.23003
C -0.25675 0.32881 -4.94419
C -1.46962 0.37269 -4.27465
C -1.44078 0.35314 -2.89519
N -0.30087 0.30950 -2.20866
H 2.68982 -0.30943 1.35524
H 5.44317 -0.03246 -1.90125
H 1.86820 0.27994 -4.75496
H -0.23238 0.31292 -6.02591
H -2.41257 0.41229 -4.79915
H -2.35320 0.35218 -2.31488
Br -2.47482 -7.26122 -1.83952
C -1.39741 -6.07320 -0.82416
C -0.44416 -6.59372 0.03756
C 0.34488 -5.72544 0.77820
C 0.18297 -4.35609 0.65101
C -0.78081 -3.85040 -0.21661
C -1.58171 -4.71097 -0.95796
C -0.96674 -2.38294 -0.34013
O -1.88221 -1.86052 -0.97014
O -0.09887 -1.62609 0.26396
H -0.32101 -7.66390 0.12847
H 1.08846 -6.11942 1.45794
H 0.79258 -3.66775 1.22035
H -2.33255 -4.30598 -1.62246
*
```

* HOMO: -8.0 eV
* frontier orbital gap: 6.951 eV

***

Molecular formula: C19H31GeN3O6PtS3Se
Method: DFT, the ωB97M-V functional and the def2-TZVPD basis

```
! RIJCOSX wB97M-V def2-TZVPD def2/J DEFGRID3
* xyz 1 2
Pt -0.89516 0.70914 1.13049
C -0.88597 -2.84495 -1.61580
C 0.49745 -2.20328 -1.61513
C 1.50408 -3.03871 -0.84295
C 0.97040 -1.95787 -3.03982
O 0.33839 -0.92282 -0.95557
Ge 1.31879 0.52532 -1.12238
O 0.11561 1.76182 -1.37726
C -0.15441 2.60625 -2.52875
C -1.31591 1.98214 -3.28738
C 1.09398 2.68295 -3.39431
C -0.52149 3.97891 -1.98428
O 1.79055 0.80177 0.54943
C 3.12657 0.97455 1.11882
C 3.36010 2.46186 1.31492
C 4.14006 0.37613 0.15707
C 3.13235 0.22723 2.44279
H -0.88956 -3.71615 -2.26827
H -1.63011 -2.13711 -1.97612
H -1.16928 -3.16425 -0.61456
H 1.60189 -4.02390 -1.29687
H 1.18612 -3.17131 0.19202
H 2.49071 -2.56989 -0.84720
H 1.04488 -2.88933 -3.59887
H 1.96992 -1.49959 -3.03711
H 0.27927 -1.30129 -3.56887
H -1.03112 1.01820 -3.71252
H -1.63262 2.63284 -4.10091
H -2.16266 1.82592 -2.61993
H 1.33382 1.69664 -3.81182
H 1.94379 3.04964 -2.81457
H 0.94588 3.36271 -4.23096
H -1.41144 3.92518 -1.36339
H -0.73275 4.65733 -2.81113
H 0.29311 4.39511 -1.39708
H 3.23310 3.00121 0.37591
H 4.37549 2.63592 1.67191
H 2.66897 2.86761 2.05072
H 4.16608 0.94421 -0.78254
H 3.90856 -0.67018 -0.05384
H 5.14301 0.41319 0.58082
H 2.40205 0.65031 3.12962
H 4.11620 0.30241 2.90291
H 2.91076 -0.82922 2.28415
O -1.56391 2.80477 4.03938
S -0.35121 2.32525 3.46895
O -0.36522 0.82821 3.15025
O 0.90794 2.76155 3.98237
S -0.51506 2.85653 1.38821
Se 0.07266 -2.07525 2.74234
N -1.20413 -1.39860 1.66365
C -2.32614 -2.05678 1.90232
C -3.56924 -1.91217 1.20545
C -4.60646 -2.70641 1.56239
C -4.51002 -3.69033 2.60444
C -3.34669 -3.88884 3.26524
C -2.21343 -3.08421 2.91319
N -1.02407 -3.24688 3.45404
H -3.66098 -1.19014 0.41021
H -5.54616 -2.60735 1.03753
H -5.38061 -4.28523 2.83965
H -3.22957 -4.63680 4.03452
S -4.46319 2.97257 0.37202
C -3.41206 1.82486 0.39488
N -2.66189 0.87857 0.33756
*
```

* <S²>: 0.77
* HOMO (spin up / spin down): -11.3 / -11.4 eV
* frontier orbital gap (spin up / spin down): 4.103 / 4.306 eV

***

Molecular formula: C14H12Cl4O8
Method: DFT, the ωB97M-V functional and the def2-TZVPD basis

```
! RIJCOSX wB97M-V def2-TZVPD def2/J DEFGRID3
* xyz 0 1
O 14.60063 21.66284 -17.93236
C 14.17167 22.10724 -19.02188
C 15.00835 22.24527 -20.19751
C 14.51076 22.41248 -21.43783
O 15.29870 22.42132 -22.55012
C 13.06049 22.58076 -21.79949
O 12.60778 22.90807 -22.91549
C 12.25791 22.44749 -20.62259
C 12.72232 22.27650 -19.38468
O 11.78845 22.26089 -18.37955
H 16.03308 21.91482 -20.11305
H 14.69038 22.47749 -23.29066
H 11.21800 22.73361 -20.67842
H 12.22227 22.07353 -17.54390
O 14.62917 11.50567 -15.94540
C 14.51814 12.53471 -16.62140
C 15.18604 13.79988 -16.37649
C 14.90918 14.93845 -17.07694
O 15.56709 16.11421 -16.79116
C 13.85619 15.09583 -18.10551
O 13.56359 16.17664 -18.66614
C 13.27918 13.76571 -18.52465
C 13.55926 12.63840 -17.85289
O 12.99307 11.48470 -18.15794
H 15.99633 13.81829 -15.66270
H 15.16340 16.92227 -17.11624
H 12.56331 13.84578 -19.32933
H 13.23643 10.83543 -17.49399
Cl 13.58571 5.71472 -15.34132
C 14.14651 5.93949 -13.66526
Cl 14.18555 4.34262 -12.85286
H 15.15389 6.35534 -13.68421
H 13.59179 6.65773 -13.06151
Cl 8.67765 12.59072 -22.51452
C 8.21528 11.28922 -21.44025
Cl 7.72993 11.93288 -19.91236
H 7.32677 10.78190 -21.81615
H 9.06447 10.61030 -21.36250
*
```

* HOMO: -9.7 eV
* structure (SMILES): O=C1C=C(O)C(=O)C=C1O.O=C1C=C(O)C(=O)C=C1O.ClCCl.ClCCl
* frontier orbital gap: 7.730 eV

***

Molecular formula: C6H11N5
Method: DFT, the ωB97M-V functional and the def2-TZVPD basis

```
! RIJCOSX wB97M-V def2-TZVPD def2/J DEFGRID3
* xyz 2 1
C 2.89344 -1.58060 -0.25034
C -0.61873 2.02859 -0.18208
C 0.76896 2.01736 0.31154
C -1.51589 2.83939 -0.65763
C -1.39218 -0.38193 0.00845
C -2.03245 -2.79908 0.08213
N -1.03151 -1.63421 0.17785
N -0.52596 0.62680 0.00104
N 0.74594 0.70593 0.50505
N 3.68893 -2.39679 -0.10163
N 1.54392 3.00277 0.58862
H 2.09925 -0.81590 -0.13906
H -2.52790 2.56502 -0.83475
H -1.28074 3.89713 -0.79191
H -2.34397 -0.29605 -0.37142
H -1.64839 -3.69693 0.64204
H -2.05599 -2.99997 -0.96526
H -2.99630 -2.53808 0.54942
H -0.18918 -1.83476 0.59452
H 4.23732 -3.29943 -0.17801
H 1.70067 3.91850 0.11479
H 2.48074 2.67225 0.89664
*
```

* HOMO: -15.9 eV
* frontier orbital gap: 8.008 eV